No. 1
Here is a 7-piece molecular cluster, C27H59Cl2N13O9 overall at a distorted geometry from OMol25. Energies are from wB97M-V/def2-TZVPD.

Geometry (Å):
H (1.57094, -3.61608, -3.25692)
H (2.99744, -5.72683, 0.58661)
H (-2.13606, -1.36235, 0.19742)
C (1.37170, -2.71978, -2.67597)
C (-2.40139, -3.42887, -0.15767)
H (3.71471, -2.40862, 0.21862)
H (-5.19320, -4.19298, -0.21994)
H (1.94194, 2.89829, 3.36188)
H (5.49896, 7.14032, 3.98743)
H (3.64973, 2.64948, 3.58542)
H (-5.51212, 2.36891, -1.81486)
C (-0.09270, -2.87467, -2.19268)
H (-8.15090, -2.85932, 2.16644)
N (1.45208, 0.71809, 2.23117)
N (0.73994, 3.98623, -3.42112)
H (2.55686, 0.64144, -0.85965)
H (0.63428, 1.29652, 2.33474)
N (-3.77657, 1.52008, -1.19240)
H (-6.00655, 3.74999, -2.74303)
H (4.81939, 2.09120, -0.60948)
H (1.34528, 4.68665, -3.80404)
H (3.88089, 6.32922, 5.49660)
C (-0.68487, -0.45566, -1.55643)
N (-0.25201, 0.55460, 5.36767)
H (-2.87792, -1.81228, 2.06261)
H (1.63249, 1.05072, -3.04910)
C (2.69809, 1.08895, 2.66703)
O (4.26084, -4.33172, -0.13378)
H (-0.15744, -3.87328, -1.76974)
O (-0.07166, 0.54095, -1.30895)
N (-8.21076, 4.11055, -1.53571)
N (5.63529, 6.20176, 3.66561)
C (-1.95531, -2.08239, -0.59640)
C (-0.98607, 1.61430, 4.92199)
H (0.24254, -2.01413, -0.29612)
H (-4.74660, -1.57810, -1.05081)
C (-0.49910, 3.84189, -3.98169)
H (5.21738, 1.33203, -2.13227)
H (0.51082, 0.24988, 4.78745)
H (3.53931, 4.63614, 5.53297)
C (3.09846, 1.28886, -1.54393)
O (-5.69091, -2.94883, 1.84300)
H (4.11394, -0.43176, -0.00024)
C (-2.58695, -3.72679, 1.13449)
H (5.68174, 0.32735, 0.35292)
C (4.95574, 5.12621, 4.15883)
H (-2.56512, 2.78629, 5.42501)
C (-6.52334, -3.44427, 1.10162)
O (3.67224, 0.36536, 2.52941)
H (3.89609, -4.79804, 1.82583)
H (6.30476, 6.02609, 2.94004)
C (1.61591, -1.45581, -3.52237)
H (-9.04787, 4.15158, -0.98645)
C (5.02464, -0.03686, -0.42962)
H (1.37023, -0.17634, 1.78690)
N (2.75313, 2.31695, 3.25307)
C (-7.31698, 3.11389, -1.24211)
H (4.61315, -2.64368, -2.10346)
H (5.29888, -2.83664, 0.88906)
H (-3.98530, 0.24275, 0.40860)
H (-0.74721, -2.82590, -3.05995)
H (-0.97136, 2.29220, -2.64396)
C (4.63683, -2.96761, 0.02831)
H (-3.71238, 2.21757, -0.44984)
H (1.06309, 3.42127, -2.65728)
Cl (-3.08395, -5.31227, 1.63102)
H (3.17824, -1.03941, -2.11927)
H (-2.23007, 1.56775, 6.60411)
C (-2.70220, -1.49808, -1.80843)
C (-4.06902, -0.86139, -1.51181)
C (-0.48974, -1.88607, -1.09124)
N (-2.00956, 2.01050, 5.73310)
H (-8.06784, 4.78720, -2.26017)
H (0.73452, -0.82031, -3.56437)
H (-2.84882, -3.14076, 3.18201)
C (-3.94498, 0.37863, -0.67606)
N (4.05077, 5.40666, 5.14544)
H (-1.34700, -2.56438, 2.44284)
H (-0.42990, 0.07910, 6.23131)
N (-6.19082, 3.09255, -2.00924)
H (3.28185, 1.42526, -3.67822)
H (2.72136, 2.29865, -1.36896)
H (2.50019, -4.07677, 0.94264)
C (2.89073, -0.68010, -3.10072)
C (-2.40327, -2.76787, 2.26852)
C (5.28244, -2.51838, -1.25844)
H (-6.83140, -4.53058, -0.66901)
H (-4.50263, -0.58046, -2.47008)
O (-0.88338, 4.52978, -4.91378)
O (-7.51825, 2.30372, -0.35151)
O (5.14379, 3.99386, 3.74657)
N (-6.17451, -4.12077, -0.03356)
H (5.85955, -0.73676, -2.27685)
H (3.68115, -0.88256, -3.81878)
N (-1.27063, 2.86834, -3.41169)
H (-2.83499, -2.19184, -2.63311)
O (-1.82966, -0.45777, -2.30264)
Cl (-2.73354, -4.65989, -1.35030)
H (-2.18794, 2.72914, -3.78898)
C (4.60349, 1.22740, -1.23680)
H (1.99923, -2.73843, -1.78466)
N (-7.86602, -3.35520, 1.34320)
H (1.77760, -1.78710, -4.54839)
H (6.87698, -1.09089, -0.92041)
C (5.83778, -1.07605, -1.24047)
O (-0.73867, 2.17024, 3.86282)
C (3.36365, -4.74598, 0.87479)
H (6.12191, -3.19155, -1.44221)
C (2.69762, 0.84969, -2.96479)
H (-8.56514, -3.75180, 0.74575)

Cartesian forces (eV/Å) of the 2 atoms listed first:
0.318 -0.091 0.006
0.044 -0.171 0.111

Its LUMO energy is 0.0106 Eh. The charge is 0. The value obtained for the gap between HOMO and LUMO is 0.3504 Ha. Its SMILES is [H]/N=C/C[C@H]1OC(=O)[C@H](CCCCCCCCCCCOC)[C@@H]1/C(Cl)=C(\C)Cl.NC(N)=O.NC(N)=O.NC(N)=O.NC(N)=O.NC(N)=O.NC(N)=O. The value obtained for the total energy is -91805.51589 eV.

=====

No. 2
Here is C27H59ClP2Si3W as an isolated structure at a distorted geometry from OMol25. Energies are from wB97M-V/def2-TZVPD.

Geometry (Å):
P (0.09337, 2.54547, -0.51402)
H (-0.22749, -2.82414, -3.54208)
H (-1.35935, -4.15501, 3.95416)
H (-0.77402, -2.48871, 4.14185)
H (2.69587, 1.33409, -1.59903)
H (-3.11469, 4.93440, 2.10073)
H (3.49945, -2.93255, -2.47592)
C (1.33310, -0.87125, 3.51070)
H (-0.34512, 4.59548, 0.78949)
H (1.28240, -3.72229, -2.32730)
H (-2.13614, 3.29551, -1.07763)
H (0.46719, -0.53730, 4.09545)
C (-2.46131, 0.71337, 0.00418)
C (2.81780, -2.36726, -1.82545)
H (3.40552, -1.99743, -0.98262)
H (0.41920, -0.97717, -4.84781)
H (0.10631, 0.71874, -5.18608)
H (-1.01232, -5.41692, -0.74040)
C (1.70600, -3.31159, -1.39827)
H (-3.33151, 4.19012, 0.49684)
H (-1.43037, -0.04625, 3.06346)
C (-1.70659, -0.03053, 2.02311)
C (3.15955, -0.68424, 1.20455)
H (-4.00415, -3.70363, 1.76292)
C (-0.94588, 4.93104, -1.80382)
H (3.12273, -4.91131, -1.17461)
H (1.32900, 5.35268, -0.65178)
H (-1.97192, 3.29505, -3.61541)
H (2.43934, 4.49484, 0.42658)
H (1.56208, 2.32045, 3.13889)
Si (1.56034, 0.09725, 1.87377)
C (2.10583, 4.58696, -0.61337)
H (-2.85601, 1.35619, -0.76140)
C (2.86692, 2.27690, -1.08110)
H (-1.93559, -3.30813, -3.60926)
C (-0.03319, -3.42773, 0.99017)
C (-1.18943, -2.76036, -3.01375)
C (1.69628, 3.23401, -1.19721)
Si (-1.68121, -2.95281, 1.84352)
C (-3.08190, -4.05484, 1.27797)
C (-3.21269, 3.97499, 1.56833)
H (3.73480, 2.74681, -1.55736)
H (2.95512, 4.96473, -1.19473)
H (-0.03922, -5.20548, -2.21595)
H (-1.65569, 1.70656, -2.89371)
C (-2.43477, -0.69971, -0.02146)
H (-2.89355, -5.08379, 1.61814)
H (-4.13032, 3.48203, 1.92531)
H (1.58472, -5.27364, -0.40369)
C (-1.27859, 2.73191, -2.97479)
C (-1.92445, -1.18708, 1.23638)
H (3.11796, 1.52335, 3.22655)
H (3.07312, -1.77036, 1.08925)
H (-0.03664, -4.51783, 0.83132)
H (3.13225, 2.06126, -0.04369)
H (0.80494, -3.19367, 1.66359)
H (2.46118, -1.51125, -2.40110)
H (3.45025, -0.25585, 0.23887)
H (1.46141, 3.35192, -2.26843)
H (-3.25719, -4.07622, 0.19691)
C (2.27918, 1.74394, 2.54935)
H (0.67459, 3.44246, 1.66239)
H (-0.92731, 3.85082, 4.07442)
H (-0.30558, 2.69579, -3.48307)
H (2.68406, 2.40484, 1.77777)
C (-1.18114, 3.42337, -1.61481)
H (3.99959, -0.50536, 1.89440)
H (-2.51589, -2.82821, 4.14467)
H (-0.10277, 0.12863, -3.53922)
C (-1.33643, 2.87517, 3.77222)
C (-1.11506, -3.37867, -1.61682)
C (2.30007, -4.46964, -0.59804)
W (-0.34034, 0.06110, 0.17250)
H (-1.03205, 5.50882, -0.87485)
H (-0.61342, 2.09232, 4.03910)
H (-2.05445, -3.16417, -1.08628)
H (-1.71285, 5.31932, -2.49109)
H (2.71022, -4.13259, 0.36129)
C (0.49265, 0.03262, -4.42182)
C (-1.95870, 1.15616, 1.28476)
H (-2.80207, -1.31505, -0.82068)
H (-1.49081, -1.70571, -2.98804)
Cl (2.17892, 0.41642, -4.13270)
C (-0.96796, -4.90892, -1.71128)
C (-1.55541, -3.10671, 3.69244)
H (2.21546, -0.72691, 4.15955)
H (-2.25949, 2.70455, 4.34544)
Si (-1.72490, 2.90560, 1.94435)
C (-0.20862, 3.52808, 1.01712)
H (-1.80193, -5.29718, -2.31555)
P (0.22227, -2.49317, -0.58474)
H (1.23629, -1.95430, 3.36837)
H (0.03122, 5.13677, -2.26089)

Cartesian forces (eV/Å) of the 2 atoms listed first:
-0.132 -0.013 0.590
-0.205 -0.028 0.118

As for the spin multiplicity: 3. Its LUMO energy (alpha / beta) is 0.0201 / 0.0043 Eh. The charge is 0. The value obtained for the gap between HOMO and LUMO (alpha / beta) is 0.2451 / 0.2266 Ha. The value obtained for the total energy is -85516.80492 eV. For the relative energy (zero: lowest compared OMol25 entry of this formula, charge and spin), the calculation gives 0.0 kcal/mol.

=====

Look up the charge of the second one.
0

=====

Which formula does entry 1 have?
C27H59Cl2N13O9